# 1
This record from the Open Molecules 2025 dataset describes a structure of composition C20H20F3MnN4O3. The level of theory is ωB97M-V/def2-TZVPD.

```
51
Properties=species:S:1:pos:R:3
Mn -0.1824 0.6889 -0.4353
O 0.3930 2.0178 0.5792
C 1.0830 3.1604 0.3434
C 1.3215 3.9936 1.4309
C 2.0206 5.1715 1.2527
C 2.4900 5.5351 -0.0066
C 2.2505 4.7112 -1.0836
C 1.5450 3.5118 -0.9296
C 1.2775 2.6463 -2.0634
N 0.5644 1.5159 -2.0422
C 0.5291 1.0060 -3.3343
C 1.2328 1.8352 -4.1332
N 1.6891 2.8529 -3.3231
H 0.9454 3.7032 2.4020
H 2.2001 5.8160 2.1025
H 3.0351 6.4580 -0.1412
H 2.6147 5.0124 -2.0577
H 0.0011 0.1013 -3.5764
H 1.4452 1.7985 -5.1864
H 2.2480 3.6326 -3.6297
F 4.9188 -2.9925 2.4681
C 3.7558 -3.5985 2.2162
F 3.9828 -4.6376 1.4136
F 3.2647 -4.0574 3.3730
C 2.7774 -2.6189 1.5948
C 2.1978 -2.8644 0.3619
C 1.3129 -1.9306 -0.1421
N 1.0073 -0.8032 0.5149
C 1.5792 -0.5685 1.7063
C 2.4634 -1.4562 2.2833
H 2.4319 -3.7567 -0.2001
H 0.8316 -2.0814 -1.1001
H 1.3179 0.3634 2.1888
H 2.9063 -1.2371 3.2450
O -2.1012 0.2192 0.4401
C -2.2188 -0.5964 -0.5081
O -1.3049 -0.6859 -1.3841
C -3.4307 -1.4940 -0.5847
N -4.4521 -1.0086 0.4249
C -4.7502 -2.1563 1.3787
C -4.3886 -3.3843 0.5649
C -3.1244 -2.9465 -0.1736
H -3.8685 -1.4448 -1.5797
H -5.3030 -0.7018 -0.0445
H -4.0567 -0.2054 0.9275
H -5.7853 -2.0893 1.7013
H -4.0923 -2.0264 2.2358
H -5.1856 -3.6301 -0.1390
H -4.2254 -4.2505 1.2016
H -2.9028 -3.5539 -1.0470
H -2.2611 -2.9740 0.4943
```

Calculated values
Orbital gap (spin up / spin down) (eV): 6.6 / 7.8
<S²>: 6.050
HOMO level (spin up / spin down) (eV): -13.747 / -13.895
Total charge: +2
Multiplicity: 5



# 2
This record from the Open Molecules 2025 dataset describes a cluster of 2 separate species, C20H20F3N3O3S in total. The level of theory is ωB97M-V/def2-TZVPD.

```
50
Properties=species:S:1:pos:R:3
F 0.8691 -2.3393 2.5604
C -0.3872 -2.2984 3.1140
F -0.6191 -3.5004 3.6996
F -0.4114 -1.3374 4.0949
S -1.5080 -1.8047 1.7881
N -2.9799 -2.2698 2.6347
C -3.9989 -1.3039 2.8478
O -3.9557 -0.1283 2.5103
C -5.1676 -2.0521 3.4592
C -4.8630 -3.5084 3.2717
C -3.5088 -3.5942 2.5713
O -2.9859 -4.5495 2.0399
H -5.2505 -1.7703 4.5132
H -6.0808 -1.7348 2.9467
H -4.8077 -4.0318 4.2345
H -5.6058 -4.0139 2.6403
C 3.9858 0.7112 -6.1359
N 4.2469 0.2157 -4.7809
C 5.1145 -0.9656 -4.8209
C 3.4323 0.4920 -3.6831
C 2.0128 0.5300 -3.7493
C 1.2444 0.6804 -2.6122
N 1.8134 0.9501 -1.3711
C 1.1083 1.0100 -0.1707
C -0.2836 1.2867 -0.0954
C -0.8594 1.9872 1.1338
C -2.2471 1.8692 1.3491
C -2.8499 2.4285 2.4833
C -2.0871 3.1986 3.3726
C -0.7331 3.4359 3.1005
C -0.1197 2.8245 1.9905
O -1.0748 0.9383 -0.9994
C 3.2006 1.0758 -1.3243
C 3.9970 0.7402 -2.3918
H 3.5093 1.7044 -6.1398
H 4.9566 0.7815 -6.6529
H 3.3718 -0.0084 -6.7049
H 5.2875 -1.3708 -3.8173
H 4.6508 -1.7360 -5.4647
H 6.0734 -0.6906 -5.2905
H 1.5198 0.3540 -4.7136
H 0.1726 0.5766 -2.6240
H 1.6771 0.8121 0.7412
H -2.8378 1.2779 0.6475
H -3.9053 2.2398 2.6776
H -2.5766 3.6557 4.2224
H -0.1577 4.1036 3.7495
H 0.9388 2.9806 1.7712
H 3.5947 1.3964 -0.3652
H 5.0847 0.7520 -2.2580
```

Calculated values
Orbital gap (eV): 6.8
HOMO level (eV): -6.690
Total charge: 0



# 3
This record from the Open Molecules 2025 dataset describes an isolated molecule of C20H20FN3O. The level of theory is ωB97M-V/def2-TZVPD.

```
45
Properties=species:S:1:pos:R:3
O -1.0278 -1.6607 -0.6108
C -1.2402 -0.4722 -0.7561
C -2.5361 0.1425 -0.5446
C -2.8604 1.4765 -0.6697
N -4.1677 1.6646 -0.3760
C -4.7441 0.4615 -0.0513
C -6.0476 0.1571 0.3140
C -6.3361 -1.1641 0.5870
C -5.3555 -2.1549 0.4986
C -4.0598 -1.8568 0.1354
C -3.7437 -0.5304 -0.1447
H -3.2998 -2.6181 0.0651
H -5.6259 -3.1765 0.7213
H -7.3397 -1.4398 0.8750
H -6.8046 0.9246 0.3815
H -4.6475 2.5497 -0.3913
H -2.2216 2.2970 -0.9311
C -0.1201 0.4691 -1.1896
N 0.0850 1.5405 -0.2177
C 0.2351 1.0515 1.1394
C 1.4355 0.1009 1.2831
N 2.4625 0.4737 0.3263
C 3.5395 -0.3735 0.1340
C 4.8787 0.0364 0.1261
C 5.9233 -0.8259 -0.1397
C 5.6681 -2.1615 -0.3882
C 4.3570 -2.6085 -0.3674
C 3.3193 -1.7359 -0.1161
H 2.3068 -2.1074 -0.1332
H 4.1377 -3.6480 -0.5596
H 6.4809 -2.8412 -0.5890
H 6.9295 -0.4360 -0.1266
F 5.2125 1.3266 0.4146
C 2.5515 1.8960 0.0929
C 1.2263 2.3851 -0.5423
H 1.0082 3.3956 -0.1785
H 1.3222 2.4312 -1.6279
H 3.3657 2.1046 -0.5979
H 2.7473 2.4411 1.0283
H 1.1108 -0.9215 1.0879
H 1.8245 0.1448 2.3137
H 0.3577 1.9280 1.7812
H -0.6801 0.5378 1.4407
H 0.7808 -0.1367 -1.3577
H -0.4082 0.9331 -2.1391
```

Calculated values
Orbital gap (eV): 8.3
SMILES: O=C(CN1CCN(c2ccccc2F)CC1)c1c[nH]c2ccccc12
HOMO level (eV): -7.727
Total charge: 0



# 4
This record from the Open Molecules 2025 dataset describes an isolated molecule of C20H20FN3O4. The level of theory is ωB97M-V/def2-TZVPD.

```
48
Properties=species:S:1:pos:R:3
C 4.2960 0.7055 2.3745
H 3.7059 0.8358 3.2771
H 5.2725 1.1565 2.5255
H 4.4267 -0.3594 2.1917
C 3.5849 1.3695 1.1927
N 2.2748 0.7422 0.9809
C 1.2765 0.7155 1.9003
O 1.3170 1.2604 2.9822
C 0.0754 -0.0713 1.4450
C -0.5088 -0.8873 2.3379
C -1.5692 -1.8584 2.1423
C -1.7195 -2.6139 0.9793
C -2.7294 -3.5403 0.8182
C -3.6341 -3.7362 1.8456
C -3.5006 -3.0212 3.0257
C -2.4772 -2.1076 3.1743
H -2.3799 -1.5460 4.0911
H -4.1999 -3.1790 3.8327
H -4.4348 -4.4497 1.7267
H -2.7962 -4.0919 -0.1066
F -0.8161 -2.4843 -0.0258
H -0.1324 -0.8106 3.3501
N -0.3175 0.1505 0.1240
C -1.5990 0.1024 -0.3564
O -2.5764 -0.1435 0.3140
C -1.6919 0.3923 -1.8213
C -2.8358 1.0374 -2.2875
C -2.9858 1.3055 -3.6328
C -1.9873 0.9087 -4.5148
C -0.8548 0.2378 -4.0687
C -0.7085 -0.0180 -2.7198
H 0.1503 -0.5722 -2.3723
H -0.1115 -0.0752 -4.7862
N -2.1324 1.1868 -5.9241
O -1.2333 0.8396 -6.6594
O -3.1412 1.7528 -6.2842
H -3.8592 1.8108 -4.0154
H -3.5972 1.3179 -1.5763
H 0.3633 0.6190 -0.4581
H 2.2523 0.0439 0.2529
C 4.3882 1.1699 -0.0923
H 5.3627 1.6397 0.0045
H 3.8754 1.6197 -0.9404
H 4.5404 0.1107 -0.2932
C 3.3792 2.8607 1.4616
H 2.7775 2.9954 2.3551
H 4.3392 3.3475 1.6072
H 2.8712 3.3317 0.6228
```

Calculated values
Orbital gap (eV): 7.6
SMILES: CC(C)(C)NC(=O)/C(=C/c1ccccc1F)NC(=O)c1ccc([N+](=O)[O-])cc1
HOMO level (eV): -8.554
Total charge: 0



# 5
This record from the Open Molecules 2025 dataset describes an isolated molecule of C20H20N2O. The level of theory is ωB97M-V/def2-TZVPD.

```
43
Properties=species:S:1:pos:R:3
O 1.5782 -1.6609 0.0346
N -0.0658 -3.7113 3.0435
C 0.6688 -0.8328 -0.0791
C -0.0399 -2.8722 2.0022
C 1.8040 0.7538 -1.6074
C -0.4308 -0.0928 -2.1966
C 1.8602 1.4735 -2.8111
C -0.3299 0.6267 -3.3972
C -0.4354 -3.7732 6.6381
C -0.6419 -2.4134 6.8849
C 0.6488 0.0062 -1.2847
C -0.2679 -1.4922 2.1007
C 0.8040 1.4289 -3.7031
C -0.1915 -4.1950 5.3206
C -0.7038 -1.4702 5.8538
C -0.4537 -0.9956 3.4077
C -0.2812 -3.2576 4.2599
C -0.4654 -1.8629 4.5049
N -0.2716 -0.6370 0.9462
C -1.0407 0.5883 0.9987
C -0.1243 4.1983 -6.1526
C 0.8400 2.2122 -4.9911
C -0.1063 3.4144 -4.8639
H 0.0722 -3.2761 1.0130
H 2.6547 0.8592 -0.9359
H -1.2881 -0.7501 -2.0044
H 2.7496 2.0103 -3.0816
H -1.2069 0.5577 -4.0521
H -0.4646 -4.4600 7.4563
H -0.7444 -2.0613 7.9065
H -0.0764 -5.2545 5.1078
H -0.8463 -0.4025 6.1797
H -0.5831 0.0512 3.5948
H -0.4864 1.4681 1.4082
H -1.4341 0.8411 0.0174
H -1.9124 0.4399 1.6293
H -0.8012 5.0210 -6.0974
H 0.8624 4.6121 -6.4083
H -0.4309 3.5835 -7.0345
H 0.5402 1.5586 -5.8663
H 1.8695 2.6042 -5.0781
H 0.2617 4.0474 -4.0406
H -1.0891 3.1153 -4.6229
```

Calculated values
Orbital gap (eV): 8.4
SMILES: CCCc1ccc(C(=O)N(C)c2cnc3ccccc3c2)cc1
HOMO level (eV): -8.288
Total charge: 0



# 6
This record from the Open Molecules 2025 dataset describes an isolated molecule of C20H20N2O2. The level of theory is ωB97M-V/def2-TZVPD.

```
44
Properties=species:S:1:pos:R:3
C 5.1314 1.9559 -0.7816
C 3.7825 1.7799 -0.0981
C 2.9247 0.7451 -0.8152
O 3.2202 0.2378 -1.8762
N 1.7935 0.4369 -0.1433
H 1.5468 0.9175 0.7080
C 0.7890 -0.4658 -0.6663
C -0.4558 0.3054 -1.0445
C -1.0859 1.1041 -0.1111
C -2.2632 1.8132 -0.4645
N -2.8298 2.5678 0.5009
C -3.9147 3.2312 0.2100
C -4.5258 3.2036 -1.0556
C -3.9646 2.4428 -2.0461
C -2.7915 1.7082 -1.7751
C -2.1230 0.8940 -2.7082
C -0.9905 0.2195 -2.3412
H -0.4784 -0.4033 -3.0595
H -2.5151 0.8125 -3.7109
H -4.4035 2.3941 -3.0328
H -5.4226 3.7780 -1.2287
H -4.3369 3.8229 1.0122
O -0.6169 1.2479 1.1510
H -1.2543 1.8279 1.6054
C 0.4716 -1.5691 0.3239
C -0.7529 -2.2229 0.2883
C -1.0356 -3.2365 1.1849
C -0.1054 -3.6275 2.1390
C 1.1219 -2.9784 2.1637
C 1.4083 -1.9648 1.2686
H 2.3727 -1.4798 1.2999
H 1.8641 -3.2705 2.8933
C -0.4062 -4.7399 3.0971
H -1.4740 -4.8059 3.2928
H 0.1180 -4.5936 4.0388
H -0.0813 -5.6919 2.6756
H -1.9958 -3.7312 1.1431
H -1.4934 -1.9373 -0.4450
H 1.2312 -0.9070 -1.5696
H 3.2345 2.7260 -0.0969
H 3.9173 1.4695 0.9406
H 5.6886 1.0230 -0.7574
H 4.9861 2.2315 -1.8226
H 5.7144 2.7291 -0.2867
```

Calculated values
Orbital gap (eV): 8.4
SMILES: CCC(=O)N[C@@H](c1ccc(C)cc1)c1ccc2cccnc2c1O
HOMO level (eV): -8.340
Total charge: 0



# 7
This record from the Open Molecules 2025 dataset describes an isolated molecule of C20H20N2O3S. The level of theory is ωB97M-V/def2-TZVPD.

```
46
Properties=species:S:1:pos:R:3
N -0.7249 -2.0634 3.1877
O 1.4312 3.7690 3.6521
O -2.3697 -0.0054 -2.3432
C -0.5443 -1.1594 2.4572
N 1.3020 1.2767 0.4150
O -0.6895 3.0717 3.0208
S 1.9107 0.6148 2.9463
C 0.5488 2.9262 3.6223
C -1.3986 0.7444 -2.1500
C 0.9116 0.5780 1.4600
C 0.5071 1.4017 -0.7062
C -0.5361 0.5370 -0.9576
C -0.8337 -4.1279 -1.1428
C 1.4639 -3.3736 -0.9948
C -1.2452 -2.8752 -0.7261
C 1.0119 -2.1274 -0.5492
C 0.5222 -4.3667 -1.2875
C -0.3764 -1.8461 -0.3842
C -0.8734 4.2453 2.1653
C 0.9326 1.5712 4.1955
C 0.9396 -5.7736 -1.6139
C -1.1531 1.9560 -3.0664
C 0.8092 2.5333 -1.6320
C -0.4456 -0.0739 1.4855
C -0.9142 -0.4961 0.0697
C 0.3035 2.2832 -3.0655
H -1.5993 -4.8953 -1.3572
H 2.5371 -3.5793 -1.0823
H -2.3038 -2.6641 -0.6630
H 1.7733 -1.3779 -0.3145
H -1.8801 4.2040 1.7006
H -0.7573 5.1473 2.7543
H -0.1092 4.2216 1.3846
H 1.5338 1.6982 5.0880
H 0.0212 1.0488 4.4642
H 0.3107 -6.5194 -1.1123
H 2.0181 -5.9616 -1.4077
H 0.8306 -5.9092 -2.6996
H -1.7291 2.7988 -2.6939
H -1.5392 1.7154 -4.0623
H 0.3254 3.4347 -1.1942
H 1.8759 2.6726 -1.6174
H -1.1103 0.6692 1.8667
H -2.0167 -0.5229 0.1237
H 0.8700 1.4498 -3.4764
H 0.4589 3.1497 -3.7592
```

Calculated values
Orbital gap (eV): 7.6
SMILES: COC(=O)CSC1=NC2=C(C(=O)CCC2)[C@@H](c2ccc(C)cc2)[C@H]1C#N
HOMO level (eV): -8.794
Total charge: 0



# 8
This record from the Open Molecules 2025 dataset describes an isolated molecule of C20H20N2O4. The level of theory is ωB97M-V/def2-TZVPD.

```
46
Properties=species:S:1:pos:R:3
C 3.3290 1.1185 3.4312
C 2.4170 0.0153 3.0004
C 1.4934 0.1625 2.0099
N 0.6371 -0.8559 1.6365
C 0.6540 -2.0948 2.3186
O -0.1467 -2.9897 2.0998
N 1.6850 -2.2404 3.2250
C 2.5581 -1.2681 3.6876
O 3.3406 -1.5489 4.5944
H 3.9837 0.7551 4.2290
H 3.9563 1.4809 2.6050
H 2.7748 1.9881 3.8125
H 1.3659 1.1054 1.4666
H 1.7290 -3.1574 3.6472
C 1.2359 -2.1659 -5.6608
O 1.5394 -2.8333 -4.4165
C 1.0261 -2.3310 -3.2581
C 1.5501 -2.8172 -2.0370
C 1.1330 -2.2883 -0.8262
C 0.1627 -1.2746 -0.7679
C -0.3354 -0.7435 0.5940
C -1.0605 0.6014 0.6398
C -1.9267 0.8007 1.7333
C -2.8519 1.8216 1.7400
C -2.9265 2.7305 0.6590
O -3.9631 3.6156 0.6686
C -4.1376 4.4652 -0.4841
C -1.9697 2.6192 -0.3711
C -0.9879 1.6298 -0.3149
C -0.4772 -0.9278 -1.9656
C -0.0010 -1.3643 -3.2002
H 1.9377 -2.6050 -6.3679
H 0.2020 -2.3840 -5.9629
H 1.3933 -1.0797 -5.5907
H 2.3115 -3.5915 -2.0844
H 1.5783 -2.6953 0.0862
H -1.1368 -1.4480 0.8739
H -1.9031 0.1075 2.5869
H -3.5781 1.9291 2.5465
H -4.9425 5.1377 -0.1924
H -3.2275 5.0411 -0.7030
H -4.4354 3.8778 -1.3641
H -2.0214 3.2949 -1.2275
H -0.1776 1.6621 -1.0519
H -1.3540 -0.2840 -1.9253
H -0.4335 -0.9711 -4.1191
```

Calculated values
Orbital gap (eV): 8.9
SMILES: COc1ccc(C(c2ccc(OC)cc2)n2cc(C)c(=O)[nH]c2=O)cc1
HOMO level (eV): -8.375
Total charge: 0



# 9
This record from the Open Molecules 2025 dataset describes a structure of composition C20H20N4O5SeW. The level of theory is ωB97M-V/def2-TZVPD.

```
51
Properties=species:S:1:pos:R:3
W -0.4547 0.4281 0.0145
O 1.6392 0.3356 -0.3146
C 2.4363 1.3701 -0.5151
C 3.3563 1.3708 -1.5708
C 4.1677 2.4664 -1.7799
C 4.1251 3.5756 -0.9343
C 3.2651 3.5711 0.1398
C 2.4090 2.4859 0.3503
C 1.6226 2.3548 1.5345
N 0.6325 1.5465 1.6729
C 0.3100 1.1308 3.0289
C 0.5298 -0.3717 2.9531
N -0.3652 -0.8378 1.8868
C -1.1752 -1.7853 2.2190
C -2.2627 -2.3074 1.4648
C -3.0526 -3.3196 2.0529
C -4.1431 -3.8332 1.4066
C -4.4783 -3.3319 0.1394
C -3.7328 -2.3483 -0.4588
C -2.5990 -1.8095 0.1859
O -1.8984 -0.9183 -0.4459
H 3.3861 0.5166 -2.2351
H 4.8478 2.4671 -2.6221
H 4.7639 4.4269 -1.1220
H 3.2300 4.4153 0.8175
H 1.9555 2.9115 2.4123
H -0.7333 1.3495 3.2633
H 0.9690 1.6076 3.7560
H 0.3062 -0.8828 3.8906
H 1.5674 -0.5632 2.6680
H -1.0508 -2.2276 3.2081
H -2.7810 -3.6824 3.0376
H -4.7436 -4.6057 1.8658
H -5.3440 -3.7262 -0.3772
H -3.9909 -1.9554 -1.4331
N 0.4416 -1.7803 -0.6214
C -0.0188 -2.0908 -1.9743
C -0.2805 -0.8256 -2.7794
O -0.2716 -0.8865 -3.9976
N -0.4699 0.3093 -2.0599
C -0.4434 1.5263 -2.8507
C 0.0432 2.6246 -1.9382
O 0.4565 3.7003 -2.2857
O -0.0743 2.2727 -0.6700
H 1.4333 -1.5736 -0.5895
H 0.2119 -2.5173 0.0334
H -0.9516 -2.6503 -1.9227
H 0.6954 -2.6915 -2.5387
H -1.4373 1.8019 -3.2222
H 0.2043 1.4213 -3.7206
Se -2.2528 1.5357 0.9781
```

Calculated values
Orbital gap (eV): 6.7
HOMO level (eV): -7.875
Total charge: 0



# 10
This record from the Open Molecules 2025 dataset describes an isolated molecule of C20H20N6O3S2. The level of theory is ωB97M-V/def2-TZVPD.

```
51
Properties=species:S:1:pos:R:3
C 2.9108 5.6427 1.2244
H 1.9476 5.8807 0.7631
H 3.6666 5.5090 0.4448
H 3.2095 6.4596 1.8792
O 2.8190 4.5066 2.0540
C 2.4619 3.3221 1.5017
C 2.1600 3.1301 0.1554
C 1.7932 1.8728 -0.2930
C 1.7340 0.8162 0.5891
C 2.0399 0.9887 1.9274
C 2.4029 2.2365 2.3844
H 2.6478 2.4068 3.4207
H 1.9946 0.1419 2.5927
S 1.2020 -0.7823 0.0260
O 2.1565 -1.7790 0.4077
O 0.8316 -0.6779 -1.3603
N -0.1923 -0.9780 0.9359
H -1.0056 -0.9480 0.3378
C -0.2502 -2.0180 1.9372
H -0.7774 -1.6299 2.8159
H 0.7828 -2.2502 2.2024
C -0.9417 -3.2959 1.4334
C -0.2388 -3.7795 0.2226
N 0.7101 -4.6831 0.1633
N 1.1678 -4.7674 -1.0782
C 0.5056 -3.9015 -1.8127
C 0.5741 -3.5298 -3.1695
C -0.3003 -2.5851 -3.6021
C -1.2443 -2.0354 -2.6869
N -1.3272 -2.3596 -1.4286
N -0.4312 -3.2564 -1.0151
S -2.3765 -0.8750 -3.3249
C -3.3729 -0.4596 -1.8570
C -2.6815 0.4248 -0.8665
C -1.6988 1.3404 -1.2331
N -1.1044 2.1537 -0.3814
C -1.4501 2.0964 0.8923
C -2.4195 1.2310 1.3742
C -3.0443 0.3814 0.4767
H -3.8091 -0.3069 0.8103
H -2.6807 1.2207 2.4205
H -0.9281 2.7792 1.5491
H -1.3785 1.4237 -2.2628
H -4.2528 0.0438 -2.2656
H -3.6794 -1.3995 -1.3974
H -0.3082 -2.2270 -4.6186
H 1.3111 -3.9896 -3.8061
H -0.8974 -4.0648 2.2034
H -1.9841 -3.0756 1.1883
H 1.5478 1.6999 -1.3274
H 2.1983 3.9463 -0.5469
```

Calculated values
Orbital gap (eV): 8.7
SMILES: COc1ccc(S(=O)(=O)NCCc2nnc3ccc(SCc4cccnc4)nn23)cc1
HOMO level (eV): -8.596
Total charge: 0



no.,F_max (eV/Å),DFT total energy (hartree)
1,0.27,-2669.093904
2,2.72,-1861.840922
3,0.75,-1113.491885
4,1.36,-1339.166345
5,3.16,-958.873853
6,0.57,-1034.174484
7,3.58,-1507.506454
8,1.90,-1184.608911
9,0.55,-3837.992605
10,1.31,-2124.718563